No. 1
ORCA calculation (ωB97M-V/def2-TZVPD) on 2 unconnected molecules or ions with the total composition C5H8N2.

Geometry (Å):
C1 -1.951 0.118 0.097
C2 -0.999 -0.408 -0.955
C3 0.286 0.234 -1.325
C4 0.870 1.206 -0.416
N1 1.470 1.741 0.435
N2 0.237 -1.071 -0.659
C5 1.922 -0.457 1.461
H1 -1.425 0.693 0.866
H2 -2.707 0.764 -0.363
H3 -2.468 -0.717 0.582
H4 -1.517 -0.832 -1.825
H5 0.611 0.318 -2.362
H6 1.744 -0.663 0.422
H7 2.775 -0.911 1.967
H8 1.151 -0.015 2.076

## Properties
- LUMO energy (spin up / spin down) (eV) = 0.55 / -1.28
- Kohn-Sham gap (spin up / spin down) (eV) = 11.02 / 6.66
- spin multiplicity = 1
- relative energy (zero: lowest compared OMol25 entry of this formula, charge and spin) (kJ/mol) = 584.6

No. 2
ORCA calculation (ωB97M-V/def2-TZVPD) on a molecular structure, C16H28BF6NO8Si2.

Geometry (Å):
C1 2.778 -4.817 0.903
C2 1.746 -4.095 0.501
C3 0.794 -3.369 1.403
Si1 1.013 -1.516 1.267
C4 2.831 -1.068 1.084
O1 3.156 -1.063 -0.302
C5 4.361 -0.433 -0.642
O2 4.153 0.815 -1.228
C6 3.560 0.740 -2.523
C7 2.498 1.811 -2.647
O3 1.881 1.627 -3.912
O4 0.206 -0.958 -0.057
Si2 -0.735 0.401 -0.157
C8 0.099 1.916 0.523
C9 0.044 2.205 2.043
C10 1.407 2.488 2.684
C11 2.284 3.472 1.912
B1 -1.244 0.627 -2.122
N1 -1.054 -0.414 -3.046
O5 -1.725 1.871 -2.555
C12 -2.409 0.245 0.813
O6 -2.865 1.213 1.362
C13 -3.261 -1.056 0.856
F1 -2.424 -2.119 0.686
F2 -3.862 -1.191 2.055
C14 -4.331 -1.210 -0.257
F3 -5.021 -2.345 -0.017
F4 -3.662 -1.346 -1.427
C15 -5.390 -0.103 -0.480
F5 -6.083 -0.471 -1.577
F6 -4.757 1.050 -0.781
C16 -6.363 0.132 0.707
O7 -5.980 0.655 1.698
O8 -7.607 -0.355 0.507
H1 2.944 -5.013 1.957
H2 3.476 -5.237 0.191
H3 1.557 -3.994 -0.565
H4 0.937 -3.676 2.444
H5 -0.240 -3.598 1.126
H6 0.499 -0.866 2.505
H7 3.412 -1.846 1.605
H8 3.068 -0.108 1.559
H9 4.973 -0.256 0.246
H10 4.888 -1.099 -1.336
H11 3.102 -0.238 -2.692
H12 4.338 0.906 -3.275
H13 1.781 1.697 -1.829
H14 2.962 2.801 -2.576
H15 1.128 2.220 -3.982
H16 1.133 1.858 0.170
H17 -0.355 2.748 -0.026
H18 -0.422 1.379 2.584
H19 -0.596 3.074 2.206
H20 1.218 2.903 3.679
H21 1.950 1.551 2.851
H22 3.111 3.819 2.535
H23 2.731 3.026 1.021
H24 1.709 4.351 1.608
H25 -0.958 -1.346 -2.665
H26 -1.651 -0.424 -3.863
H27 -2.681 1.956 -2.518
H28 -8.052 0.072 -0.236

## Properties
- LUMO energy (eV) = -0.20
- Kohn-Sham gap (eV) = 9.07
- spin multiplicity = 1

No. 3
ORCA calculation (ωB97M-V/def2-TZVPD) on a molecular structure, C23H32FNNbO11.

Geometry (Å):
C1 -0.769 -2.778 -0.488
C2 -0.678 -3.686 -1.710
C3 -0.286 -3.012 -3.002
O1 -0.629 -3.411 -4.083
O2 0.509 -1.930 -2.828
C4 0.621 -1.023 -3.955
C5 -0.420 0.076 -3.902
Nb1 -0.348 1.706 -2.319
C6 -2.578 2.091 -2.528
C7 -3.440 2.083 -1.239
C8 -3.303 0.833 -0.388
N1 -2.370 0.816 0.672
O3 -3.973 -0.143 -0.631
C9 0.202 2.802 -0.425
C10 1.262 2.378 0.584
C11 1.826 0.981 0.488
F1 0.694 2.484 1.904
H1 0.210 -2.408 -0.184
H2 -1.212 -3.318 0.349
H3 -1.393 -1.909 -0.693
H4 0.042 -4.491 -1.550
H5 -1.649 -4.140 -1.912
H6 1.617 -0.586 -3.887
H7 0.572 -1.623 -4.865
H8 -0.242 0.705 -4.787
H9 -1.421 -0.357 -3.993
H10 -0.170 3.190 -3.445
H11 1.416 1.490 -2.768
H12 -0.526 0.248 -1.206
H13 -2.678 3.083 -2.978
H14 -3.025 1.400 -3.248
H15 -4.497 2.105 -1.524
H16 -3.249 2.983 -0.647
H17 -2.192 1.741 1.038
H18 -1.496 0.404 0.347
H19 0.476 3.786 -0.829
H20 -0.713 2.965 0.151
H21 2.091 3.090 0.580
H22 2.417 0.773 1.385
H23 1.041 0.230 0.406
H24 2.485 0.905 -0.376
C12 -1.525 4.435 5.963
C13 -1.577 3.628 4.885
C14 -2.854 2.904 4.495
O4 -2.850 2.213 3.498
C15 -4.028 3.072 5.340
C16 -3.958 3.871 6.410
C17 -2.695 4.613 6.781
O5 -2.757 5.324 7.774
O6 -4.969 4.099 7.243
O7 -0.532 3.429 4.114
H25 -0.621 4.958 6.243
H26 -4.927 2.541 5.063
H27 -4.615 4.722 7.910
H28 -0.747 2.815 3.384
C18 4.210 -5.814 -2.055
C19 5.361 -5.715 -1.381
C20 5.823 -4.417 -0.758
O8 6.889 -4.459 -0.159
C21 5.001 -3.248 -0.906
C22 3.836 -3.329 -1.583
C23 3.370 -4.635 -2.202
O9 2.312 -4.637 -2.793
O10 3.054 -2.289 -1.742
O11 6.205 -6.723 -1.186
H29 3.872 -6.737 -2.504
H30 5.341 -2.323 -0.463
H31 2.218 -2.494 -2.231
H32 6.938 -6.339 -0.660

## Properties
- LUMO energy (eV) = 0.36
- net charge = -1
- Kohn-Sham gap (eV) = 5.54
- spin multiplicity = 1
- relative energy (zero: lowest compared OMol25 entry of this formula, charge and spin) (kJ/mol) = 0.0

No. 4
ORCA calculation (ωB97M-V/def2-TZVPD) on a molecular structure, C35H58N3OP2Zr.

Geometry (Å):
C1 -1.288 -1.917 -1.996
C2 0.912 -1.020 -1.731
C3 -0.920 -2.525 -3.186
C4 1.331 -1.680 -2.885
C5 0.401 -2.423 -3.612
H1 -1.672 -3.094 -3.731
H2 2.381 -1.662 -3.173
H3 0.727 -2.950 -4.511
N1 -0.343 -1.311 -1.252
P1 -2.875 -0.960 0.110
P2 2.645 1.263 -0.337
C6 -2.703 -1.945 -1.452
H4 -3.408 -1.570 -2.212
H5 -2.990 -2.992 -1.272
C7 0.021 2.186 1.449
O1 0.260 3.287 1.729
C8 1.729 -0.234 -0.728
H6 2.307 -0.991 -0.154
C9 4.100 1.530 -1.615
C10 3.578 1.044 1.381
C11 -4.082 0.453 -0.263
C12 -3.634 -2.265 1.234
C13 3.866 2.990 -2.064
H7 4.254 3.686 -1.304
H8 4.408 3.191 -3.000
H9 2.805 3.234 -2.200
C14 5.582 1.418 -1.227
H10 5.884 2.053 -0.389
H11 5.894 0.384 -1.038
H12 6.165 1.758 -2.099
C15 3.892 0.475 -2.692
H13 4.394 0.773 -3.624
H14 4.309 -0.492 -2.377
H15 2.837 0.304 -2.901
C16 4.248 2.394 1.689
H16 3.486 3.169 1.852
H17 4.836 2.295 2.613
H18 4.918 2.757 0.905
C17 2.620 0.757 2.538
H19 1.863 1.537 2.673
H20 2.118 -0.209 2.441
H21 3.217 0.708 3.465
C18 4.552 -0.136 1.314
H22 5.460 0.081 0.749
H23 4.870 -0.383 2.338
H24 4.080 -1.034 0.895
C19 -3.930 -1.612 2.593
H25 -4.313 -2.386 3.274
H26 -3.022 -1.184 3.042
H27 -4.691 -0.822 2.527
C20 -2.600 -3.388 1.426
H28 -2.351 -3.894 0.486
H29 -1.673 -3.024 1.883
H30 -3.033 -4.141 2.103
C21 -4.917 -2.910 0.664
H31 -5.152 -3.783 1.291
H32 -5.785 -2.245 0.707
H33 -4.794 -3.265 -0.366
C22 -3.721 1.061 -1.627
H34 -3.875 0.358 -2.457
H35 -4.373 1.931 -1.805
H36 -2.685 1.422 -1.644
C23 -3.891 1.534 0.822
H37 -2.889 1.989 0.782
H38 -4.624 2.335 0.641
H39 -4.051 1.146 1.837
C24 -5.554 0.014 -0.290
H40 -5.733 -0.811 -0.993
H41 -5.931 -0.253 0.706
H42 -6.155 0.870 -0.636
Zr1 -0.373 0.085 0.459
N2 -0.172 1.720 -0.889
C25 0.767 1.525 -1.703
C26 0.495 2.038 -3.191
C27 1.587 1.817 -4.208
C28 -0.688 1.248 -3.736
C29 0.175 3.529 -3.080
H43 2.542 2.255 -3.922
H44 1.714 0.756 -4.435
H45 1.290 2.300 -5.151
H46 -1.611 1.468 -3.196
H47 -0.856 1.485 -4.798
H48 -0.483 0.172 -3.661
H49 -0.145 3.938 -4.050
H50 -0.630 3.687 -2.355
H51 1.053 4.093 -2.743
C30 -0.039 -2.462 6.489
C31 -0.118 -1.837 5.132
C32 -0.705 -0.587 4.932
C33 -0.771 -0.045 3.656
N3 -0.258 -0.713 2.581
C34 0.321 -1.940 2.764
C35 0.400 -2.508 4.026
H52 0.998 -2.706 6.750
H53 -0.436 -1.786 7.251
H54 -0.610 -3.398 6.531
H55 -1.118 -0.024 5.769
H56 -1.210 0.938 3.456
H57 0.718 -2.439 1.870
H58 0.869 -3.485 4.137

## Properties
- LUMO energy (spin up / spin down) (eV) = -10.56 / -10.56
- net charge = +3
- Kohn-Sham gap (spin up / spin down) (eV) = 5.68 / 5.69
- spin multiplicity = 1
- relative energy (zero: lowest compared OMol25 entry of this formula, charge and spin) (kJ/mol) = 67.0

No. 5
ORCA calculation (ωB97M-V/def2-TZVPD) on a molecular structure, C24H17AuBrNO5PS.

Geometry (Å):
Au1 1.161 -1.380 0.388
Br1 -2.003 -3.759 0.218
C1 -0.405 -4.418 -0.583
C2 -0.450 -5.680 -1.159
C3 0.711 -6.160 -1.745
C4 1.838 -5.360 -1.727
C5 1.771 -4.104 -1.133
N1 0.657 -3.648 -0.576
C6 3.039 -3.226 -1.109
O1 3.928 -3.568 -1.881
O2 3.055 -2.275 -0.294
H1 -1.370 -6.243 -1.146
H2 0.717 -7.133 -2.217
H3 2.784 -5.660 -2.148
O3 -0.263 -1.274 4.421
S1 -0.120 -0.748 3.085
O4 -0.737 -1.561 2.034
O5 1.227 -0.295 2.726
C7 -1.007 0.813 3.002
C8 -1.681 1.365 4.068
C9 -2.199 2.645 3.954
C10 -2.041 3.344 2.767
C11 -1.381 2.774 1.691
C12 -0.846 1.494 1.809
P1 0.083 0.692 0.448
C13 -1.173 0.827 -0.885
C14 -1.537 1.986 -1.563
C15 -2.470 1.929 -2.584
C16 -3.040 0.720 -2.947
C17 -2.687 -0.438 -2.275
C18 -1.763 -0.378 -1.248
C19 1.238 2.014 -0.020
C20 1.935 2.745 0.940
C21 2.933 3.622 0.551
C22 3.245 3.779 -0.790
C23 2.561 3.049 -1.748
C24 1.577 2.160 -1.364
H4 -1.776 0.779 4.969
H5 -2.713 3.102 4.787
H6 -2.426 4.350 2.684
H7 -1.274 3.337 0.775
H8 -1.073 2.931 -1.322
H9 -2.746 2.833 -3.110
H10 -3.754 0.683 -3.759
H11 -3.127 -1.383 -2.559
H12 -1.467 -1.264 -0.709
H13 1.704 2.604 1.987
H14 3.483 4.185 1.292
H15 4.021 4.467 -1.093
H16 2.801 3.167 -2.795
H17 1.062 1.564 -2.105

## Properties
- LUMO energy (eV) = 2.59
- net charge = -1
- Kohn-Sham gap (eV) = 7.57
- spin multiplicity = 1
- relative energy (zero: lowest compared OMol25 entry of this formula, charge and spin) (kJ/mol) = 61.9

No. 6
ORCA calculation (ωB97M-V/def2-TZVPD) on a molecular structure, C25H46AlCl2N3O6Si.

Geometry (Å):
C1 -2.208 -0.537 -3.781
C2 -1.251 -1.553 -3.275
H1 -2.274 -0.569 -4.872
H2 -1.916 0.477 -3.466
H3 -3.205 -0.729 -3.356
C3 -0.458 -2.364 -4.010
C4 -0.348 -2.255 -5.483
H4 0.227 -3.045 -3.505
H5 -0.060 -1.240 -5.812
H6 -1.310 -2.505 -5.937
H7 0.411 -2.958 -5.833
Al1 0.205 0.803 0.881
Cl1 1.636 3.862 0.507
C5 -0.646 -1.775 2.041
O1 0.070 -0.934 1.399
N1 -0.083 -2.651 2.841
C6 1.375 -2.688 2.958
C7 -0.854 -3.673 3.529
H8 -1.737 -1.790 1.904
H9 1.781 -1.672 3.012
H10 1.818 -3.227 2.109
H11 1.593 -3.232 3.874
H12 -1.903 -3.367 3.591
H13 -0.439 -3.798 4.528
H14 -0.790 -4.634 3.008
H15 1.787 2.485 5.499
H16 -0.211 4.173 5.584
C8 1.832 2.600 4.416
C9 0.003 4.344 4.522
N2 0.546 3.126 3.973
H17 2.024 1.634 3.935
C10 -0.022 2.553 2.933
O2 0.643 1.590 2.388
H18 -0.926 4.561 3.975
H19 -0.991 2.877 2.538
H20 2.635 3.297 4.148
H21 0.723 5.166 4.386
H22 2.046 0.346 -2.914
H23 3.002 -2.470 -2.593
C11 2.989 0.403 -2.342
C12 3.672 -1.943 -1.889
N3 3.067 -0.707 -1.397
H24 3.047 1.354 -1.799
C13 2.571 -0.622 -0.150
O3 2.030 0.422 0.325
H25 3.903 -2.609 -1.047
H26 2.672 -1.528 0.455
H27 3.832 0.303 -3.033
H28 4.598 -1.703 -2.433
O4 0.093 -0.713 -2.016
C14 -1.007 -1.472 -1.749
C15 0.437 -3.369 -0.902
C16 -0.828 -2.809 -1.012
H29 1.266 -2.822 -1.343
C17 0.611 -4.604 -0.273
H30 -1.876 -0.966 -1.277
C18 -1.931 -3.474 -0.463
H31 1.607 -5.024 -0.206
C19 -0.496 -5.284 0.243
C20 -1.769 -4.725 0.140
H32 -2.917 -2.982 -0.540
H33 -0.367 -6.251 0.725
H34 -2.650 -5.252 0.530
Si1 0.129 3.994 -1.050
Cl2 0.068 1.649 -1.088
C21 1.464 4.956 -2.054
C22 -1.252 4.557 0.106
C23 -1.056 4.132 -2.605
H35 2.313 4.299 -2.243
H36 1.824 5.831 -1.496
H37 1.082 5.319 -3.013
H38 -0.555 3.775 -3.513
H39 -1.319 5.182 -2.749
H40 -1.983 3.560 -2.435
H41 -1.740 3.676 0.554
H42 -2.028 5.106 -0.444
H43 -0.913 5.209 0.921
C24 -3.366 0.882 2.386
C25 -2.706 0.411 1.124
O5 -3.103 -0.546 0.449
O6 -1.630 1.136 0.860
H44 -3.452 1.974 2.339
H45 -2.713 0.631 3.236
H46 -4.344 0.417 2.522

## Properties
- LUMO energy (eV) = -0.27
- Kohn-Sham gap (eV) = 4.75
- spin multiplicity = 1
- relative energy (zero: lowest compared OMol25 entry of this formula, charge and spin) (kJ/mol) = 0.0

No. 7
ORCA calculation (ωB97M-V/def2-TZVPD) on a gas-phase ion, C9H11N2OS (charge +1).

Geometry (Å):
C1 3.076 0.825 -0.956
C2 2.609 1.487 0.206
C3 2.666 -0.501 -1.254
C4 1.604 0.887 0.910
C5 1.653 -1.150 -0.619
C6 1.038 -0.418 0.446
C7 -1.597 0.780 -0.404
C8 -0.945 -1.620 0.720
C9 -2.445 -1.305 1.016
N1 -0.061 -0.624 1.130
N2 -1.927 2.010 -0.645
O1 -4.123 0.579 -0.312
S1 -3.056 -0.380 -0.502
H1 3.783 1.239 -1.596
H2 3.013 2.516 0.528
H3 3.206 -1.082 -2.004
H4 1.270 1.241 1.845
H5 1.347 -2.072 -1.138
H6 -0.674 -2.389 1.450
H7 -0.857 -1.937 -0.323
H8 -2.947 -2.305 1.124
H9 -2.563 -0.750 1.914
H10 -1.163 2.811 -0.644
H11 -2.906 2.158 -0.891

## Properties
- LUMO energy (spin up / spin down) (eV) = -6.17 / -6.46
- net charge = +1
- Kohn-Sham gap (spin up / spin down) (eV) = 6.29 / 5.17
- spin multiplicity = 1
- relative energy (zero: lowest compared OMol25 entry of this formula, charge and spin) (kJ/mol) = 427.6

No. 8
ORCA calculation (ωB97M-V/def2-TZVPD) on a single C2H5IN2O molecule.

Geometry (Å):
C1 -0.870 -0.514 -0.723
C2 0.886 0.803 -0.148
N1 -0.507 -0.832 0.665
N2 0.768 -0.343 0.782
O1 -0.003 0.534 -1.195
I1 0.330 2.549 1.062
H1 -0.814 -1.578 -1.104
H2 -1.935 -0.208 -0.731
H3 1.890 1.157 -0.583
H4 -1.221 -0.411 1.382
H5 1.476 -1.157 0.593

## Properties
- LUMO energy (eV) = 0.56
- Kohn-Sham gap (eV) = 9.64
- spin multiplicity = 1
- structure (SMILES) = I[C@H]1NNCO1
- relative energy (zero: lowest compared OMol25 entry of this formula, charge and spin) (kJ/mol) = 156.3

For the records above, the corresponding max |F| values read 2.4, 1.1, 1.1, 6.5, 1.5, 3.4, 3.2, 3.8 eV Å⁻¹.